Entry 1:
2 unconnected molecules or ions with the total composition C2HClF2S in a non-equilibrium geometry, computed with ωB97M-V/def2-TZVPD.

E in Ha: -1134.756143
Relative energy (zero: lowest compared OMol25 entry of this formula, charge and spin) in kJ/mol: 362.99
Kohn-Sham gap (alpha / beta) in eV: 8.01 / 8.24

Last columns: bonded neighbours and bond lengths (Å).
Positions of all 7 atoms, in Å:
1 C 1.46808 -0.32451 0.39360  S5 1.588, Cl6 1.685
2 C -1.20351 0.05066 -0.16473  F3 1.333, F4 1.411, H7 1.098
3 F -1.03129 0.63833 -1.34877  C2 1.333
4 F -1.53440 1.13821 0.67100  C2 1.411
5 S 2.33036 1.00726 0.32850  C1 1.588
6 Cl 2.04928 -1.90567 0.39179  C1 1.685
7 H -2.07854 -0.60429 -0.27139  C2 1.098

Entry 2:
C22H20N4O3 in the gas phase in a non-equilibrium geometry, computed with ωB97M-V/def2-TZVPD.

E in Ha: -1295.105265
Relative energy (zero: lowest compared OMol25 entry of this formula, charge and spin) in kJ/mol: 118.64
Kohn-Sham gap in eV: 8.03
SMILES: Cc1nn(-c2ccccc2)c2[nH]c(=O)c(CNc3ccc4c(c3)OCCO4)cc12

Last columns: bonded neighbours and bond lengths (Å).
Positions of all 49 atoms, in Å:
1 C -0.63906 -1.13662 -3.27697  C2 1.483, H30 1.086, H31 1.089, H32 1.089
2 C -1.37503 -0.60181 -2.10519  C1 1.483, N3 1.311, C29 1.422
3 N -2.54434 -1.06708 -1.73809  C2 1.311, N4 1.358
4 N -2.95368 -0.36596 -0.64975  N3 1.358, C5 1.401, C11 1.354
5 C -4.18587 -0.65518 -0.05009  N4 1.401, C6 1.391, C10 1.391
6 C -4.66226 -1.96144 -0.10145  C5 1.391, C7 1.381, H33 1.078
7 C -5.87394 -2.27361 0.48369  C6 1.381, C8 1.386, H34 1.079
8 C -6.61400 -1.29240 1.12395  C7 1.386, C9 1.384, H35 1.079
9 C -6.14800 0.01086 1.15595  C8 1.384, C10 1.384, H36 1.080
10 C -4.94059 0.33843 0.56482  C5 1.391, C9 1.384, H37 1.080
11 C -2.01400 0.54722 -0.30836  N4 1.354, N12 1.351, C29 1.398
12 N -1.96255 1.40885 0.73132  C11 1.351, C13 1.395, H38 1.013
13 C -0.86608 2.24484 0.94008  N12 1.395, O14 1.218, C15 1.457
14 O -0.86799 2.98566 1.90721  C13 1.218
15 C 0.20747 2.14990 -0.04050  C13 1.457, C16 1.513, C28 1.356
16 C 1.38489 3.06039 0.22944  C15 1.513, N17 1.439, H39 1.096, H40 1.095
17 N 2.59412 2.72647 -0.47497  C16 1.439, C18 1.381, H41 1.009
18 C 3.19647 1.48972 -0.35171  N17 1.381, C19 1.399, C23 1.392
19 C 4.15884 1.10069 -1.28999  C18 1.399, C20 1.378, H42 1.080
20 C 4.80111 -0.11335 -1.18233  C19 1.378, C21 1.388, H43 1.078
21 C 4.51202 -0.97555 -0.13326  C20 1.388, C22 1.395, O27 1.381
22 C 3.57807 -0.58412 0.82608  C21 1.395, C23 1.387, O24 1.375
23 C 2.91991 0.63144 0.70883  C18 1.392, C22 1.387, H44 1.077
24 O 3.26910 -1.37529 1.90745  C22 1.375, C25 1.409
25 C 4.19997 -2.41163 2.11919  O24 1.409, C26 1.529, H45 1.091, H46 1.099
26 C 4.53060 -3.10288 0.79636  C25 1.529, O27 1.407, H47 1.091, H48 1.100
27 O 5.15402 -2.19773 -0.08209  C21 1.381, C26 1.407
28 C 0.16232 1.27763 -1.07836  C15 1.356, C29 1.413, H49 1.080
29 C -0.96650 0.44042 -1.22789  C2 1.422, C11 1.398, C28 1.413
30 H -1.19758 -1.95949 -3.71260  C1 1.086
31 H -0.50616 -0.35670 -4.02564  C1 1.089
32 H 0.34675 -1.48563 -2.97283  C1 1.089
33 H -4.07222 -2.70715 -0.60949  C6 1.078
34 H -6.24081 -3.28801 0.44386  C7 1.079
35 H -7.55685 -1.53980 1.58714  C8 1.079
36 H -6.73116 0.78314 1.63466  C9 1.080
37 H -4.61168 1.36660 0.55199  C10 1.080
38 H -2.68279 1.42992 1.44286  N12 1.013
39 H 1.57321 3.05546 1.30870  C16 1.096
40 H 1.11028 4.08731 -0.03128  C16 1.095
41 H 2.68682 3.13915 -1.39072  N17 1.009
42 H 4.39632 1.76079 -2.11161  C19 1.080
43 H 5.53418 -0.42128 -1.91060  C20 1.078
44 H 2.19805 0.88067 1.46756  C23 1.077
45 H 3.73884 -3.10431 2.82514  C25 1.091
46 H 5.12434 -2.00407 2.55179  C25 1.099
47 H 5.23052 -3.92692 0.94416  C26 1.091
48 H 3.60060 -3.48430 0.34991  C26 1.100
49 H 0.97659 1.19850 -1.78278  C28 1.080

Entry 3:
C6H11NO in the gas phase in a non-equilibrium geometry, computed with ωB97M-V/def2-TZVPD.

E in Ha: -365.153208
Relative energy (zero: lowest compared OMol25 entry of this formula, charge and spin) in kJ/mol: 205.47
Kohn-Sham gap in eV: 9.25
SMILES: CN1CCCC(=O)C1

Last columns: bonded neighbours and bond lengths (Å).
Positions of all 19 atoms, in Å:
1 C 0.83653 -0.50942 -2.03448  N2 1.412, H9 1.083, H10 1.063, H11 1.062
2 N 0.61435 0.06734 -0.76517  C1 1.412, C3 1.402, C8 1.468
3 C -0.38569 1.04074 -0.63229  N2 1.402, C4 1.577, H12 1.177, H13 1.095
4 C -1.37681 0.67980 0.53941  C3 1.577, C5 1.572, H14 1.119, H15 1.082
5 C -0.62171 0.42660 1.89497  C4 1.572, C6 1.566, H16 1.129, H17 1.120
6 C 0.59729 -0.51017 1.59800  C5 1.566, O7 1.257, C8 1.594
7 O 1.55326 -0.56623 2.41264  C6 1.257
8 C 0.81226 -1.08253 0.12555  N2 1.468, C6 1.594, H18 1.086, H19 1.095
9 H 0.02221 -1.14389 -2.36336  C1 1.083
10 H 0.88391 0.30037 -2.72128  C1 1.063
11 H 1.74580 -1.05681 -2.07547  C1 1.062
12 H 0.14050 1.99895 -0.19624  C3 1.177
13 H -0.92802 1.28547 -1.55143  C3 1.095
14 H -1.91941 -0.26518 0.28296  C4 1.119
15 H -2.20856 1.37125 0.57496  C4 1.082
16 H -1.29191 -0.13310 2.61118  C5 1.129
17 H -0.30256 1.41243 2.32132  C5 1.120
18 H 1.81019 -1.49368 0.00159  C8 1.086
19 H 0.01839 -1.82196 -0.02287  C8 1.095

Entry 4:
2 unconnected molecules or ions with the total composition C5H11NO in a non-equilibrium geometry, computed with ωB97M-V/def2-TZVPD.

E in Ha: -327.031141
Relative energy (zero: lowest compared OMol25 entry of this formula, charge and spin) in kJ/mol: 263.09
Kohn-Sham gap in eV: 9.12
SMILES: C=CC(=C)NC.O

Last columns: bonded neighbours and bond lengths (Å).
Positions of all 18 atoms, in Å:
1 C 1.11411 -0.69587 -2.04645  C2 1.330, H7 1.083, H8 1.081
2 C 0.95592 0.55614 -1.62799  C1 1.330, C3 1.482, H9 1.086
3 C 0.31113 0.87021 -0.33081  C2 1.482, C4 1.339, N5 1.408
4 C 0.91327 0.91710 0.86454  C3 1.339, H10 1.081, H11 1.086
5 N -1.04444 1.22777 -0.46301  C3 1.408, C6 1.455, H12 1.003
6 C -2.00452 0.51847 0.36867  N5 1.455, H13 1.102, H14 1.083, H15 1.090
7 H 0.75772 -1.47800 -1.38706  C1 1.083
8 H 1.47785 -0.93149 -3.03682  C1 1.081
9 H 1.36753 1.39748 -2.17725  C2 1.086
10 H 0.64754 1.46053 1.76031  C4 1.081
11 H 1.85661 0.41190 1.05099  C4 1.086
12 H -1.36881 1.42465 -1.39158  N5 1.003
13 H -2.15673 -0.52260 0.04056  C6 1.102
14 H -1.69807 0.44836 1.40473  C6 1.083
15 H -2.97105 1.02085 0.32280  C6 1.090
16 O 0.43413 -2.46389 2.39350  H17 0.961, H18 0.947
17 H 0.95359 -2.60669 1.59730  O16 0.961
18 H 0.45421 -1.55490 2.65758  O16 0.947

Entry 5:
C3H5FS in the gas phase in a non-equilibrium geometry, computed with ωB97M-V/def2-TZVPD.

E in Ha: -615.316117
Relative energy (zero: lowest compared OMol25 entry of this formula, charge and spin) in kJ/mol: 54.89
Kohn-Sham gap in eV: 9.38
SMILES: C/C(F)=C\S

Last columns: bonded neighbours and bond lengths (Å).
Positions of all 10 atoms, in Å:
1 C 1.05054 -0.70310 -0.11192  C2 1.502, H6 1.168, H7 1.120, H8 1.067
2 C 0.24814 0.56565 -0.06656  C1 1.502, F3 1.387, C4 1.318
3 F 1.08857 1.62834 -0.36178  C2 1.387
4 C -1.03494 0.85304 0.02646  C2 1.318, S5 1.740, H9 1.106
5 S -2.35026 -0.25872 0.27146  C4 1.740, H10 1.280
6 H 2.08237 -0.22802 -0.38355  C1 1.168
7 H 0.71268 -1.38382 -0.93470  C1 1.120
8 H 1.13128 -1.15016 0.85392  C1 1.067
9 H -1.37769 1.89613 0.15724  C4 1.106
10 H -1.55072 -1.21935 0.54943  S5 1.280

Entry 6:
2 unconnected molecules or ions with the total composition C24H41N4O6S2 in a non-equilibrium geometry, computed with ωB97M-V/def2-TZVPD.

E in Ha: -2405.167323
Relative energy (zero: lowest compared OMol25 entry of this formula, charge and spin) in kJ/mol: 689.93
Charge: +1
Kohn-Sham gap in eV: 2.13

Last columns: bonded neighbours and bond lengths (Å).
Positions of all 77 atoms, in Å:
1 C -8.82283 -2.40851 -9.60532  O2 1.466, H23 1.169, H24 1.155, H25 1.165
2 O -8.36046 -1.01921 -9.52927  C1 1.466, C3 1.458
3 C -8.09330 -0.62287 -8.15189  O2 1.458, C4 1.648, H26 1.172, H27 1.171
4 C -6.98041 0.58815 -8.04847  C3 1.648, C5 1.649, H28 1.160, H29 1.156
5 C -5.92037 0.30101 -6.81807  C4 1.649, C6 1.621, H30 1.153, H31 1.153
6 C -4.56370 -0.31049 -7.46139  C5 1.621, C7 1.650, H32 1.154, H33 1.173
7 C -3.47475 -0.81401 -6.32862  C6 1.650, C8 1.621, H34 1.165, H35 1.173
8 C -3.07025 -2.32943 -6.73657  C7 1.621, C9 1.624, H36 1.154, H37 1.173
9 C -1.82325 -2.95680 -5.90762  C8 1.624, C10 1.623, H38 1.172, H39 1.170
10 C -1.54794 -2.26292 -4.46704  C9 1.623, S11 1.896, H40 1.172, H41 1.152
11 S -0.42854 -3.39241 -3.43420  C10 1.896, O12 1.547, O13 1.522, N14 1.725
12 O 0.15634 -4.38918 -4.46233  S11 1.547
13 O -1.20162 -4.23399 -2.42829  S11 1.522
14 N 0.92215 -2.53313 -2.79118  S11 1.725, S15 1.721
15 S 0.56531 -1.78576 -1.28234  N14 1.721, O16 1.548, O17 1.520, C18 1.882
16 O 1.12597 -0.34537 -1.37307  S15 1.548
17 O -0.91255 -1.64379 -0.95572  S15 1.520
18 C 1.53323 -2.74947 0.01284  S15 1.882, C19 1.621, H42 1.173, H43 1.158
19 C 1.88535 -1.88143 1.33608  C18 1.621, O20 1.461, C21 1.647, H44 1.162
20 O 0.96708 -0.77280 1.58655  C19 1.461, H45 0.990
21 C 1.89777 -2.79077 2.70958  C19 1.647, N22 1.525, H46 1.159, H47 1.157
22 N 2.87751 -2.29524 3.76756  C21 1.525, H48 1.025, H49 1.042
23 H -8.19623 -2.98169 -10.40936  C1 1.169
24 H -8.77104 -2.97593 -8.60044  C1 1.155
25 H -9.92939 -2.46811 -9.96621  C1 1.165
26 H -9.09084 -0.23803 -7.67178  C3 1.172
27 H -7.64667 -1.48991 -7.50436  C3 1.171
28 H -6.41869 0.63899 -9.06251  C4 1.160
29 H -7.56431 1.57713 -7.91376  C4 1.156
30 H -6.38843 -0.43905 -6.06745  C5 1.153
31 H -5.65027 1.30326 -6.31553  C5 1.153
32 H -4.12652 0.47410 -8.18658  C6 1.154
33 H -4.86462 -1.25638 -8.08561  C6 1.173
34 H -3.95808 -0.80872 -5.26837  C7 1.165
35 H -2.52148 -0.13082 -6.33941  C7 1.173
36 H -4.00972 -2.99378 -6.65372  C8 1.154
37 H -2.76700 -2.29156 -7.86903  C8 1.173
38 H -0.90030 -2.91920 -6.62848  C9 1.172
39 H -2.07627 -4.08618 -5.73722  C9 1.170
40 H -0.91334 -1.30288 -4.68652  C10 1.172
41 H -2.53631 -2.00576 -3.93435  C10 1.152
42 H 2.56430 -3.02620 -0.47336  C18 1.173
43 H 1.03851 -3.76181 0.27935  C18 1.158
44 H 2.96426 -1.46302 1.22623  C19 1.162
45 H 1.48743 -0.12291 2.12259  O20 0.990
46 H 0.84143 -2.69202 3.17630  C21 1.159
47 H 2.09388 -3.91210 2.50521  C21 1.157
48 H 3.70717 -1.86801 3.34476  N22 1.025
49 H 2.41277 -1.59712 4.38601  N22 1.042
50 C 3.29357 0.01122 3.32063  N51 1.477, H64 1.089, H65 1.151, H66 1.090
51 N 3.62681 0.93237 4.42648  C50 1.477, C52 1.349, C56 1.347
52 C 2.62746 1.54531 5.09472  N51 1.349, C53 1.391, H67 1.086
53 C 2.90403 2.38615 6.16759  C52 1.391, C54 1.396, H68 1.087
54 C 4.22266 2.60193 6.57212  C53 1.396, C55 1.398, C57 1.476
55 C 5.23034 1.96778 5.84016  C54 1.398, C56 1.389, H69 1.087
56 C 4.91269 1.13955 4.77151  N51 1.347, C55 1.389, H70 1.085
57 C 4.55602 3.44064 7.73954  C54 1.476, C58 1.398, C62 1.397
58 C 5.27412 2.91101 8.81518  C57 1.398, C59 1.388, H71 1.087
59 C 5.63009 3.71408 9.89045  C58 1.388, N60 1.348, H72 1.086
60 N 5.29186 5.01830 9.91139  C59 1.348, C61 1.350, C63 1.477
61 C 4.57706 5.55954 8.90273  N60 1.350, C62 1.390, H73 1.085
62 C 4.19694 4.78836 7.81022  C57 1.397, C61 1.390, H74 1.087
63 C 5.71722 5.87713 11.03574  N60 1.477, H75 1.091, H76 1.092, H77 1.091
64 H 2.70569 0.56604 2.59065  C50 1.089
65 H 2.69347 -0.86383 3.76609  C50 1.151
66 H 4.20859 -0.35833 2.85870  C50 1.090
67 H 1.61125 1.34504 4.76851  C52 1.086
68 H 2.07375 2.84931 6.69549  C53 1.087
69 H 6.27771 2.11328 6.09321  C55 1.087
70 H 5.68090 0.63447 4.19514  C56 1.085
71 H 5.56391 1.86311 8.82921  C58 1.087
72 H 6.19236 3.32181 10.73217  C59 1.086
73 H 4.32863 6.61345 8.97790  C61 1.085
74 H 3.63924 5.26159 7.00605  C62 1.087
75 H 4.82499 6.32358 11.47735  C63 1.091
76 H 6.38326 6.64275 10.63212  C63 1.092
77 H 6.24443 5.28049 11.78137  C63 1.091